Molecular formula: BF4H70O35
Method: DFT, the ωB97M-V functional and the def2-TZVPD basis

Properties
total charge = -1
multiplicity = 1
highest occupied orbital energy = -6.706 eV
orbital gap = 7.76 eV

Atoms and positions in Å:
1 B -0.2686 -0.2142 -0.5441
2 F 0.1481 -1.3706 -1.0962
3 F -1.4552 -0.4061 0.1742
4 F 0.6651 0.2444 0.3752
5 F -0.3945 0.7225 -1.5228
6 O 3.2711 -1.1357 5.4317
7 H 2.7830 -0.6480 6.0951
8 H 2.8475 -0.9057 4.6047
9 O 2.4433 -0.6943 2.9596
10 H 1.7775 -0.2769 2.4130
11 H 3.1613 -0.8883 2.3570
12 O -2.3819 -2.8694 -2.5729
13 H -2.4859 -3.8131 -2.6946
14 H -1.4648 -2.7595 -2.3216
15 O -2.9406 -0.6689 -4.6322
16 H -3.0698 -1.5376 -4.2515
17 H -3.8246 -0.3605 -4.8316
18 O 2.5440 2.9448 4.8985
19 H 3.1304 2.2539 5.2067
20 H 1.8340 2.4780 4.4577
21 O -4.6915 3.4431 0.7475
22 H -3.9842 2.9325 0.3533
23 H -5.3456 2.7916 1.0004
24 O 5.0446 1.6512 2.6241
25 H 5.3509 2.0520 3.4376
26 H 4.2008 2.0697 2.4533
27 O 5.2934 -0.1893 0.5145
28 H 5.2419 0.3905 1.2743
29 H 4.3876 -0.4526 0.3516
30 O -0.1205 -4.6394 -2.2528
31 H 0.6794 -5.0569 -2.5722
32 H -0.3703 -5.1546 -1.4857
33 O -1.1861 -2.6043 1.4272
34 H -2.0346 -3.0430 1.3655
35 H -1.2509 -1.8697 0.8169
36 O -0.5062 -0.0857 5.3230
37 H -0.3088 -0.9447 4.9497
38 H 0.2068 0.0772 5.9405
39 O 2.3557 -0.8329 -4.5838
40 H 2.2166 -0.0058 -5.0452
41 H 1.4891 -1.2380 -4.5509
42 O -1.9937 3.6723 -2.4387
43 H -1.5739 4.1853 -1.7482
44 H -2.7641 4.1849 -2.6837
45 O -4.0885 0.3199 2.1374
46 H -4.8368 0.8919 2.3079
47 H -3.7959 0.5628 1.2590
48 O -0.4990 2.6180 0.9085
49 H -1.3648 2.4249 0.5490
50 H 0.1118 2.2019 0.3002
51 O 1.3129 -3.8893 0.7663
52 H 1.0048 -3.9966 -0.1336
53 H 0.6627 -3.3188 1.1762
54 O -3.8417 -3.7793 1.3912
55 H -4.1434 -3.3330 0.6001
56 H -4.1964 -3.2576 2.1112
57 O 3.8315 2.6211 -0.5770
58 H 3.4377 2.5352 0.2912
59 H 3.5708 1.8241 -1.0386
60 O -2.8731 1.2735 4.6465
61 H -1.9892 1.0446 4.9339
62 H -3.0730 0.6398 3.9576
63 O -1.2771 -6.0804 -0.3393
64 H -1.0635 -6.1445 0.5916
65 H -1.2637 -6.9852 -0.6514
66 O 2.6249 -1.3901 0.0378
67 H 1.9591 -1.0022 -0.5300
68 H 2.3865 -2.3158 0.0893
69 O 1.3904 1.1641 -6.0614
70 H 0.8239 1.2169 -6.8312
71 H 0.8185 1.3870 -5.3269
72 O 3.6484 0.5273 -2.2680
73 H 3.0336 0.2871 -2.9612
74 H 3.7397 -0.2674 -1.7422
75 O -0.3551 1.8851 -4.1343
76 H -0.3802 1.0020 -3.7659
77 H -0.7357 2.4400 -3.4535
78 O 0.5165 1.7477 3.3670
79 H -0.1226 2.0601 2.7266
80 H 0.0305 1.1240 3.9065
81 O -4.7923 -2.1537 -1.4240
82 H -5.0890 -1.2606 -1.5992
83 H -3.9351 -2.2090 -1.8463
84 O -2.8709 1.8342 -0.3547
85 H -3.0892 2.1500 -1.2315
86 H -2.3385 1.0533 -0.5065
87 O 3.7973 -3.9805 -1.6205
88 H 3.4101 -4.4376 -0.8739
89 H 3.6188 -4.5496 -2.3692
90 O -0.3363 -1.2322 -4.2009
91 H -1.2511 -1.1650 -4.4743
92 H -0.3341 -0.9287 -3.2931
93 O 0.1950 -2.1745 3.9533
94 H 1.0077 -1.7025 3.7719
95 H -0.2459 -2.2280 3.1053
96 O -0.3360 5.1631 -5.0258
97 H -0.8027 5.6989 -4.3845
98 H -0.5954 4.2645 -4.8222
99 O 3.0930 4.1150 -4.4592
100 H 2.5572 3.3301 -4.5736
101 H 3.9131 3.9136 -4.9098
102 O 2.6485 2.7799 2.0891
103 H 2.1727 3.5920 2.2630
104 H 2.0344 2.0859 2.3285
105 O -4.9018 -2.2619 3.3845
106 H -5.6894 -2.0065 3.8648
107 H -4.7529 -1.5442 2.7689
108 O 0.7986 4.8418 2.0856
109 H 0.2818 5.2460 2.7825
110 H 0.1727 4.2981 1.6071

Cartesian forces (eV/Å) of the 3 atoms listed first:
B 1.1 0.7 1.3
F 0.1 -2.0 -1.0
F -1.3 0.4 -0.3

Molecular formula: BF4Sn
Method: DFT, the ωB97M-V functional and the def2-TZVPD basis

Properties
total charge = +1
multiplicity = 1
highest occupied orbital energy = -15.833 eV
orbital gap = 6.41 eV

Atoms and positions in Å:
1 Sn -16.5534 -25.4554 -27.4656
2 B -13.2697 -25.5219 -28.2090
3 F -14.2326 -26.5583 -28.4203
4 F -14.0025 -24.4067 -27.7378
5 F -12.3556 -25.8626 -27.2342
6 F -12.6684 -25.2025 -29.3921

Cartesian forces (eV/Å) of the 3 atoms listed first:
Sn 3.4 -0.1 -0.8
B 3.4 0.0 -0.4
F -2.5 -0.3 0.6

Molecular formula: BF6HfN6O19S2
Method: DFT, the ωB97M-V functional and the def2-TZVPD basis

Properties
total charge = -3
multiplicity = 1
highest occupied orbital energy = -0.923 eV
orbital gap = 6.83 eV

Atoms and positions in Å:
1 Hf 6.0957 -11.4624 -3.3810
2 N 4.5649 -10.6969 -6.3733
3 O 4.8117 -11.1781 -7.4537
4 O 5.4637 -10.5222 -5.5683
5 O 3.4404 -10.6904 -5.9358
6 N 7.9613 -13.7183 -4.3900
7 O 7.3880 -13.8008 -3.3159
8 O 7.5178 -12.7121 -4.9235
9 O 8.6965 -14.5218 -4.8745
10 N 4.3597 -14.2550 -4.8881
11 O 3.2871 -14.5344 -5.3597
12 O 4.6308 -13.1388 -4.4577
13 O 5.2176 -15.1219 -4.9480
14 N 3.0572 -9.8887 -2.6776
15 O 2.0166 -10.4648 -2.6044
16 O 3.3813 -8.7832 -2.2382
17 O 3.9403 -10.5414 -3.0694
18 N 3.9206 -13.0279 -1.1143
19 O 4.9596 -12.7053 -1.6908
20 O 3.1451 -13.8188 -1.6298
21 O 3.6041 -12.5397 -0.1167
22 B 7.7884 -9.0781 -3.8117
23 F 8.5486 -8.2747 -3.0110
24 F 6.4775 -9.1883 -3.2946
25 F 7.5596 -8.5412 -5.0294
26 F 8.1754 -10.3869 -3.9060
27 N 7.1301 -11.0638 -1.3931
28 S 6.7491 -10.4177 0.0225
29 O 7.1532 -9.0027 0.1536
30 O 6.6889 -11.2642 1.2027
31 F 5.1712 -10.2257 -0.2416
32 S 8.7726 -11.2552 -0.7703
33 O 9.0860 -12.2092 0.2709
34 O 9.5586 -10.0434 -0.8315
35 F 9.2625 -11.9750 -2.1375

Cartesian forces (eV/Å) of the 3 atoms listed first:
Hf -3.8 -2.2 -2.2
N -2.9 -3.8 0.3
O 1.0 0.5 -2.7

Molecular formula: BH20NO6
Method: DFT, the ωB97M-V functional and the def2-TZVPD basis

Properties
total charge = 0
multiplicity = 1
highest occupied orbital energy = -9.828 eV
orbital gap = 8.28 eV

Atoms and positions in Å:
1 N -2.0636 0.3773 2.9838
2 H -1.5087 -0.4677 3.2267
3 H -1.6784 1.2863 3.2483
4 H -2.9854 0.3142 3.4880
5 H -2.0984 0.3255 1.8984
6 B -0.3039 -0.0103 -0.2855
7 H -0.5195 0.9945 0.1356
8 H 0.7230 -0.5365 0.3741
9 H -1.3165 -0.7787 -0.0791
10 H -0.1402 0.1394 -1.6016
11 O 2.6060 2.2712 -1.0468
12 H 3.4400 2.1736 -0.7231
13 H 2.2147 1.3409 -1.1878
14 O 0.2298 -3.1531 1.8079
15 H 0.1268 -2.2890 1.6011
16 H 0.8173 -3.0931 2.5000
17 O -2.7873 0.1582 -2.6917
18 H -3.5898 0.3901 -2.2503
19 H -2.2562 0.1601 -1.8123
20 O 1.1374 3.3490 1.3906
21 H 1.5381 4.2582 1.2856
22 H 1.2141 2.8046 0.5953
23 O 0.1076 -2.8131 -2.4802
24 H 0.3267 -3.3760 -1.7508
25 H -0.2030 -2.0199 -2.1178
26 O 2.6642 -0.7317 -2.0204
27 H 1.7969 -0.4818 -1.4902
28 H 2.5084 -0.5924 -2.9978

Cartesian forces (eV/Å) of the 3 atoms listed first:
N -0.9 -0.8 -1.1
H 0.1 1.0 0.2
H 0.7 -0.3 -0.1

Molecular formula: BH20O8
Method: DFT, the ωB97M-V functional and the def2-TZVPD basis

Properties
total charge = -1
multiplicity = 1
highest occupied orbital energy = -7.535 eV
orbital gap = 10.57 eV

Atoms and positions in Å:
1 B 0.0980 -0.0454 -0.0471
2 H 0.8725 -0.8723 -0.0498
3 H 0.6044 0.9347 0.2012
4 H -0.4277 0.0149 -1.0507
5 H -0.7475 -0.3280 0.6391
6 O -0.4825 -1.9482 2.5084
7 H -0.5378 -1.3716 1.7242
8 H -0.8848 -2.7742 2.2301
9 O 0.9164 3.1073 1.9256
10 H 0.2722 2.8191 1.2652
11 H 0.4067 3.6440 2.5368
12 O 3.1501 0.0961 0.6135
13 H 2.2649 -0.2198 0.3678
14 H 2.9878 0.7253 1.3220
15 O 1.0572 0.0254 -3.0209
16 H 0.7674 -0.0392 -2.0901
17 H 1.7754 0.6623 -3.0088
18 O -0.2616 -2.3468 -3.6322
19 H -0.0504 -1.4260 -3.4176
20 H -0.1747 -2.8127 -2.7950
21 O -1.0483 -2.5888 -0.6249
22 H -0.6535 -1.6905 -0.5933
23 H -0.5298 -3.0978 0.0031
24 O -1.8937 0.8527 2.3118
25 H -2.7100 1.2545 2.0009
26 H -1.5903 0.2969 1.5662
27 O -1.3723 2.6041 -0.2155
28 H -1.2652 1.6551 -0.0484
29 H -0.5428 2.8687 -0.6217

Cartesian forces (eV/Å) of the 3 atoms listed first:
B 0.5 0.4 -0.2
H 1.2 -1.7 -0.1
H 0.7 1.7 0.6

Molecular formula: BH22O9
Method: DFT, the ωB97M-V functional and the def2-TZVPD basis

Properties
total charge = -1
multiplicity = 1
highest occupied orbital energy = -6.791 eV
orbital gap = 9.36 eV

Atoms and positions in Å:
1 B 18.6052 14.9444 -0.4559
2 H 18.8931 16.1261 -0.5085
3 H 17.6687 14.7223 0.2953
4 H 18.3484 14.5707 -1.6063
5 H 19.5839 14.2297 -0.0798
6 O 16.4185 17.1636 1.3939
7 H 17.0486 17.1275 0.6152
8 H 16.6014 16.4210 1.9146
9 O 18.3425 11.8436 1.4964
10 H 18.9560 12.3040 0.8970
11 H 18.4127 12.4487 2.2828
12 O 16.8339 13.6726 -3.6015
13 H 17.4337 14.0148 -2.9410
14 H 17.4584 13.5396 -4.3473
15 O 15.7700 12.2142 0.5677
16 H 16.6519 12.3176 0.9737
17 H 15.9263 11.8574 -0.3424
18 O 14.6577 14.3968 -0.7746
19 H 15.2588 14.0013 -0.1502
20 H 14.0640 14.8486 -0.1718
21 O 18.2550 17.0844 -3.5779
22 H 17.8981 16.4727 -2.9895
23 H 19.1193 16.7689 -3.7886
24 O 16.8594 11.5710 -1.8965
25 H 16.6768 12.2245 -2.5810
26 H 17.7942 11.6393 -1.7843
27 O 19.6817 11.7876 -1.8999
28 H 19.7429 12.7275 -1.7506
29 H 19.7422 11.8196 -2.8833
30 O 19.4938 15.5116 2.6050
31 H 18.5787 15.3409 2.8867
32 H 19.3353 15.4772 1.6389

Cartesian forces (eV/Å) of the 3 atoms listed first:
B 0.4 -0.7 0.0
H 0.1 0.1 0.1
H 0.0 0.0 -0.1